A 5-piece molecular cluster, C26H42Br10INO4 overall. Source: the OMol25 dataset; level of theory: wB97M-V/def2-TZVPD.

```
! wB97M-V def2-TZVPD RIJCOSX def2/J DEFGRID3
* xyz 0 1
C 2.65 2.03 2.94
C 2.84 0.60 2.37
C 1.53 -0.30 2.32
I -0.10 0.54 3.53
C 1.09 -0.45 0.88
C 0.77 -1.62 0.34
C 0.76 -2.97 1.02
C -0.73 -3.48 1.07
C -1.44 -3.04 2.37
C -2.99 -3.12 2.30
N -3.56 -2.72 1.01
C 0.34 -1.64 -1.14
O 0.71 -2.47 -1.91
C -0.57 -0.49 -1.54
C -0.26 0.69 -0.98
C -1.20 1.96 -1.27
O -1.88 2.32 -0.03
C -2.98 1.59 0.21
C -3.92 2.12 1.31
O -3.26 0.56 -0.33
C 0.95 0.75 -0.06
O 1.73 1.66 -0.12
H 2.56 1.98 4.04
H 1.86 2.61 2.47
H 3.60 2.57 2.76
H 3.57 0.08 3.01
H 3.29 0.64 1.36
H 1.80 -1.23 2.81
H 1.35 -3.72 0.47
H 1.11 -2.96 2.07
H -1.31 -3.19 0.18
H -0.66 -4.59 1.09
H -1.16 -2.01 2.64
H -1.12 -3.74 3.16
H -3.38 -2.40 3.05
H -3.39 -4.10 2.62
H -4.50 -2.37 1.15
H -3.64 -3.51 0.37
H -1.40 -0.60 -2.23
H -1.97 1.76 -2.03
H -0.64 2.82 -1.62
H -3.32 2.45 2.17
H -4.58 1.29 1.59
H -4.55 2.91 0.87
Br 0.34 0.91 -6.91
C 0.08 2.56 -5.90
C 0.91 2.57 -4.64
Br 0.13 1.43 -3.24
H -0.98 2.65 -5.72
H 0.40 3.35 -6.58
H 0.94 3.57 -4.21
H 1.92 2.22 -4.80
Br -3.93 1.10 -6.49
C -4.34 1.34 -4.61
C -4.61 2.78 -4.28
Br -2.95 3.80 -4.20
H -3.51 0.92 -4.04
H -5.23 0.74 -4.43
H -5.05 2.88 -3.29
H -5.25 3.28 -5.01
Br 1.37 4.93 -1.85
C 3.27 4.57 -2.06
C 3.94 5.65 -2.88
Br 3.55 5.44 -4.77
H 3.36 3.58 -2.49
H 3.67 4.56 -1.05
H 5.03 5.56 -2.80
H 3.64 6.65 -2.60
Br -1.97 -6.11 4.32
C -2.36 -5.81 6.20
C -2.66 -4.36 6.47
Br -1.03 -3.28 6.49
H -1.51 -6.18 6.77
H -3.23 -6.42 6.42
H -3.09 -4.23 7.47
H -3.32 -3.91 5.73
Br 5.04 0.11 -0.36
C 6.45 -1.09 0.20
C 5.94 -2.50 0.35
Br 4.91 -2.71 1.99
H 6.87 -0.69 1.12
H 7.20 -1.05 -0.58
H 6.76 -3.20 0.45
H 5.29 -2.81 -0.46
*
```

- F_max (eV/A) = 5.57
- molar mass (u) = 1358.6
- LUMO level (hartree) = -0.009
- frontier orbital gap (eV) = 8.55